(1)
This record from the Open Molecules 2025 dataset describes a 9-piece molecular cluster, C36H73F8N12O16S8 overall in a non-equilibrium geometry. The level of theory is ωB97M-V/def2-TZVPD.

```
153
Properties=species:S:1:pos:R:3:forces:R:3:mulliken_charge:R:1
C -0.9559 6.1640 -2.2836 0.06 -0.58 1.03 -1.1058
C -0.0005 7.2603 -1.7467 -1.10 0.23 -0.84 -0.3924
C -0.6684 8.3482 -0.9151 0.36 0.86 -0.80 -0.2640
C 0.3325 9.5494 -0.6682 -0.46 -0.53 0.71 -1.1014
N -0.4002 10.7112 -0.0594 -1.88 -0.54 -0.86 0.4358
C -1.2669 10.2452 1.1740 0.16 1.78 0.47 -0.6746
C -1.1580 11.4827 2.0957 -0.74 -1.26 -0.38 -0.6172
C 0.2657 11.8717 1.9370 0.67 -0.26 0.78 -0.5041
C 0.5537 11.8623 0.4541 -0.45 -0.58 -0.34 -0.4840
C -1.4344 11.1785 -1.1455 -0.01 1.43 2.42 -1.1706
H -1.4802 5.7089 -1.4433 -0.20 -0.27 -0.08 0.3084
H -0.4668 5.3704 -2.8484 0.49 0.04 0.42 0.0448
H -1.6997 6.4813 -3.0145 -0.06 0.76 0.28 0.4660
H 0.2206 7.7356 -2.7024 1.37 0.25 0.28 0.3105
H 0.8251 6.9470 -1.1077 0.38 -0.66 -0.87 0.2920
H -1.1184 7.9596 -0.0016 0.34 0.03 0.16 0.4301
H -1.4992 8.7044 -1.5243 -0.08 0.22 0.11 0.2021
H 0.8437 9.9501 -1.5435 -0.39 -0.32 -0.40 0.4100
H 1.1529 9.3485 0.0208 -0.13 -0.60 0.20 0.4512
H -2.3178 10.0919 0.9288 0.35 -0.29 -0.55 0.2486
H -0.8685 9.3538 1.6584 0.31 0.15 -0.37 0.4168
H -1.8476 12.2513 1.7467 -0.04 0.11 0.18 0.3189
H -1.3719 11.2162 3.1308 -0.23 0.10 -0.09 0.3785
H 0.4460 12.7413 2.5690 0.57 0.30 -0.71 0.3871
H 0.8508 11.0443 2.3384 0.21 0.09 0.39 0.2784
H 0.3654 12.8137 -0.0434 -0.38 -0.28 -0.21 0.3388
H 1.5672 11.5391 0.2168 -0.10 0.08 -0.02 0.3265
H -2.3596 10.6022 -1.1364 0.75 -0.78 -0.47 0.4316
H -0.9851 11.4072 -2.1118 0.02 -0.26 0.28 0.2905
H -1.8199 12.0603 -0.6338 0.18 0.68 -0.67 0.5380
C 2.9250 0.6362 2.3628 1.51 -0.21 0.07 -0.6736
C 3.6400 -0.0626 3.5757 -0.97 -1.27 -0.83 -0.7902
C 4.4124 -1.3878 3.2640 -0.78 -1.01 0.12 -0.8545
C 3.4735 -2.6109 2.8322 1.32 2.32 -0.18 0.1852
N 4.1800 -3.7184 2.1287 0.76 -1.67 -0.39 0.9291
C 3.1206 -4.6515 1.4715 1.16 -0.41 -0.08 1.2329
C 3.7794 -6.0759 1.4270 -1.11 1.71 0.18 -0.3895
C 4.7679 -6.0922 2.6075 -0.67 -1.01 0.14 -0.9158
C 4.9352 -4.6853 3.1432 0.15 1.33 -0.91 -0.5877
C 5.1719 -3.3685 0.9694 -1.02 0.45 0.73 -1.0948
H 3.6118 0.6494 1.5165 0.50 0.29 -0.04 0.3563
H 2.7303 1.6787 2.6145 -0.31 -0.10 -0.02 0.3598
H 2.0667 0.1799 1.8695 -0.37 -0.28 1.02 -0.0824
H 2.8803 -0.3725 4.2933 -0.13 0.26 0.17 0.3005
H 4.3253 0.5990 4.1055 -0.04 0.16 -0.31 0.4786
H 4.8891 -1.6930 4.1955 0.28 0.06 0.01 0.3157
H 5.1898 -1.2830 2.5072 -0.03 0.34 -0.02 0.2897
H 2.8173 -2.1618 2.0866 -0.62 -0.39 0.23 -0.4631
H 2.9965 -3.0499 3.7084 -0.44 0.23 -0.33 0.3940
H 2.8727 -4.2962 0.4712 0.25 0.28 0.00 -0.5362
H 2.1953 -4.6492 2.0474 0.32 0.17 0.41 -0.6860
H 4.2492 -6.2722 0.4632 -0.06 0.04 0.09 0.3113
H 2.8851 -6.6896 1.5358 0.47 -0.71 0.09 0.4099
H 5.6539 -6.6496 2.3037 0.26 0.50 0.20 0.3318
H 4.3387 -6.6326 3.4512 -0.01 -0.37 -0.20 0.3128
H 5.9560 -4.3148 3.2366 0.01 -0.08 -0.32 0.4518
H 4.5200 -4.5981 4.1472 -0.49 0.29 -0.31 0.3963
H 6.0037 -2.7215 1.2480 0.17 -0.73 0.72 0.3248
H 4.6832 -2.7264 0.2367 -0.62 -0.48 -0.08 0.1734
H 5.4412 -4.3305 0.5334 0.23 0.42 0.02 0.5896
C -7.5678 -2.3837 0.1058 -0.86 0.20 0.49 -0.8947
C -7.5341 -1.6395 -1.2317 -0.32 0.12 1.50 -0.5012
N -6.2075 -1.6723 -1.8245 2.46 -0.98 -2.91 0.3163
C -5.8347 -2.7232 -2.7303 -0.49 1.08 0.81 -0.5259
C -4.6355 -2.4027 -3.2615 1.31 -0.88 0.43 -0.4840
N -4.1096 -1.2833 -2.6308 -3.08 -0.11 1.36 0.3719
C -5.1642 -0.8295 -1.8658 1.19 0.27 0.60 -0.3843
C -2.7443 -0.6861 -2.7697 -1.19 0.65 -1.18 -0.7660
H -6.9907 -3.3083 0.0872 -0.05 0.08 0.06 0.2858
H -8.6146 -2.6017 0.3172 -0.15 -0.51 -0.34 0.3845
H -7.3595 -1.7886 0.9949 0.93 0.18 -0.36 0.1916
H -7.8664 -0.6147 -1.0664 0.19 0.03 -0.27 0.3397
H -8.2420 -2.1403 -1.8921 0.36 0.23 -0.36 0.3659
H -6.4568 -3.6003 -2.8306 0.03 0.25 -0.26 0.4281
H -4.0139 -2.9667 -3.9412 -0.17 -0.01 0.00 0.4716
H -5.0915 0.1069 -1.3326 -0.12 -0.08 0.23 0.4965
H -2.7051 0.2371 -2.1916 -0.08 -0.14 -0.01 0.2299
H -2.7203 -0.4315 -3.8292 0.64 0.18 0.19 0.6209
H -1.8876 -1.3198 -2.5401 -0.54 -0.38 0.14 0.0006
C 0.0126 -7.1804 -3.4621 -0.56 -1.46 0.04 -1.0737
C 0.7464 -7.8546 -2.2928 0.21 0.07 -0.92 -0.2154
N 0.2093 -7.2874 -1.0811 -2.29 -0.70 4.68 0.2884
C 0.0327 -5.9210 -0.7701 -0.34 -3.05 4.01 -0.5441
C -0.3648 -5.9728 0.6125 -0.68 0.86 -0.97 -0.7484
N -0.5948 -7.2654 1.1126 2.00 0.82 -6.03 0.2911
C -0.3046 -8.0682 0.0329 1.94 2.63 -1.83 -0.3185
C -1.2016 -7.7383 2.3048 -1.16 -1.11 0.79 -0.7084
H 0.5616 -7.3331 -4.3912 0.04 0.72 0.12 0.3634
H -0.3171 -6.1719 -3.2127 0.83 0.12 -0.53 0.2696
H -0.9321 -7.7073 -3.5968 -0.15 -0.20 -0.05 0.3543
H 1.8289 -7.7492 -2.3634 0.04 0.81 0.30 0.1090
H 0.6678 -8.9395 -2.2215 -0.66 -0.02 -0.20 0.4114
H 0.2048 -5.1113 -1.4638 0.25 -0.14 0.18 0.4282
H -0.7166 -5.2004 1.2805 0.37 0.47 -0.22 0.7945
H -0.3359 -9.1452 -0.0411 -0.03 0.08 0.29 0.3843
H -2.1907 -7.3167 2.4837 0.20 0.44 -0.14 0.3547
H -0.6102 -7.6302 3.2140 0.17 0.03 -0.37 0.2820
H -1.3934 -8.7750 2.0279 0.06 -0.24 0.83 0.3028
C 0.8684 3.5131 0.5178 -0.79 -0.68 -1.18 -1.1577
C -0.2530 2.4391 0.2531 -0.62 0.95 1.86 -0.1836
N 0.2102 1.0697 -0.1221 0.40 -0.73 -0.42 1.2844
C 1.4724 0.7608 -0.6171 0.00 -2.32 -0.50 -1.6670
C 1.5521 -0.6406 -0.7894 -0.46 2.98 0.30 -0.0660
N 0.3390 -1.1156 -0.4277 -2.36 0.87 1.19 1.7079
C -0.5019 -0.0832 -0.0098 2.50 -0.27 -0.72 -1.5530
C 0.0067 -2.5226 -0.3202 0.01 -1.44 -0.62 -1.0279
H 1.7958 3.0067 0.2500 0.28 0.80 0.39 0.3614
H 0.8319 3.9178 1.5293 0.21 -0.75 0.20 0.3070
H 0.7125 4.4115 -0.0795 0.20 -0.34 -0.58 -0.0778
H -1.1380 2.7644 -0.2939 0.70 -0.10 -1.07 0.5855
H -0.7332 2.4157 1.2313 0.05 -1.07 0.24 0.1411
H 2.2349 1.4545 -0.9393 -0.39 0.17 0.16 0.4496
H 2.3289 -1.2725 -1.1942 -0.11 0.19 0.00 0.5176
H -1.5012 -0.1780 0.3888 0.09 -0.05 0.05 0.9016
H -0.9932 -2.7688 0.0371 0.11 0.77 0.58 0.4783
H 0.7611 -3.0805 0.2346 -0.09 0.44 0.64 -0.5419
H 0.0346 -3.0646 -1.2654 0.16 0.83 -0.68 0.6471
N 3.1600 -3.4051 -2.2683 4.85 -3.89 5.09 0.2564
S 4.1608 -4.7196 -2.7337 3.74 -2.23 5.15 0.7549
O 4.9186 -4.6628 -3.9281 -1.61 -0.59 -1.12 -0.5292
O 3.7592 -5.9676 -2.0670 -0.40 1.89 -1.67 -0.5437
F 5.4252 -4.3498 -1.7889 -0.53 0.44 0.91 -0.3420
S 2.6324 -3.3061 -3.6088 -7.50 5.66 -11.10 0.5519
O 1.6962 -4.3264 -4.0799 2.17 -1.42 0.31 -0.5958
O 3.3857 -2.5381 -4.5981 -0.70 -1.86 1.72 -0.5974
F 1.4447 -2.3065 -3.2884 -0.38 1.45 1.17 -0.0828
N -3.7596 0.9452 0.7699 -1.39 -3.97 0.33 0.1571
S -3.8757 2.2265 1.5268 0.25 8.79 4.23 0.8405
O -2.8666 2.3757 2.5861 -1.46 -0.35 -1.58 -0.6152
O -5.1905 2.8140 1.8055 1.66 -1.85 -0.33 -0.6628
F -3.3794 3.2398 0.4216 0.60 -0.09 -0.94 -0.2763
S -4.4219 -0.0392 1.9686 -1.59 -6.06 1.73 1.0234
O -5.9169 -0.1384 2.0917 4.01 1.55 -0.25 -0.6127
O -3.5792 -0.4338 3.1444 -2.40 2.17 -3.64 -0.5058
F -4.2282 -1.3194 0.9827 0.39 -0.16 -0.01 -0.2938
N 0.9586 1.8697 -5.4929 0.03 6.19 1.08 -0.6198
S 0.7401 0.6555 -4.6692 -1.14 -11.62 -0.27 1.2839
O -0.6554 0.1636 -4.5551 2.31 1.32 0.61 -0.5833
O 1.7111 0.3181 -3.6530 -1.26 1.52 0.62 -0.4629
F 1.2686 -0.4011 -5.7658 -0.30 0.54 -0.38 -0.3624
S 0.6826 2.8707 -4.1800 -1.47 4.85 1.95 1.2224
O 1.7647 3.1804 -3.2477 -1.02 -1.14 -1.57 -0.5863
O -0.6599 2.7323 -3.5661 2.54 -0.23 -1.12 -0.5420
F 0.5171 4.3299 -4.8715 0.26 -1.21 -0.60 -0.3061
N -0.0035 -3.5277 3.0698 1.54 -6.85 0.64 0.2442
S -0.3388 -2.3861 3.9264 -2.48 12.73 2.45 0.3911
O 0.7358 -1.7084 4.6931 -1.96 -2.22 -0.55 -0.5752
O -1.7512 -2.2975 4.3471 3.17 -0.82 0.07 -0.6021
F -0.3052 -1.3115 2.7085 -0.43 -0.03 -0.85 -0.1603
S -0.0939 -4.5678 4.4505 -0.63 -4.60 1.36 1.1288
O -1.3698 -5.2540 4.6323 1.67 1.55 -0.73 -0.6248
O 0.6778 -4.2727 5.6509 -1.07 0.09 -2.33 -0.5993
F 0.7556 -5.7424 3.7693 0.61 -0.10 -0.49 -0.3117
```
Forces are in eV/Å.

Results
Electronic energy ... -197558.009 eV
LUMO energy ... -2.39 eV
HOMO level ... -10.649 eV
Multiplicity ... 1
Net charge ... +1
Gap between HOMO and LUMO ... 8.3 eV

***

(2)
This record from the Open Molecules 2025 dataset describes C4H8OS as an isolated structure in a non-equilibrium geometry. The level of theory is ωB97M-V/def2-TZVPD.

```
14
Properties=species:S:1:pos:R:3:forces:R:3:nbo_charge:R:1
C 0.6207 -0.6260 0.8922 0.33 -0.29 0.41 -0.6281
C 0.0383 0.2100 -0.2852 -0.55 1.07 2.44 -0.3272
C -0.6746 -0.7329 -1.1176 -0.44 -2.01 -0.89 -0.6334
C -0.9757 1.2693 0.3482 -0.53 -0.12 1.19 0.4446
H 1.7426 -0.9489 0.4829 -3.11 0.38 1.73 0.2215
H 0.6583 0.3381 1.6769 0.40 -3.55 -0.80 0.2378
H -0.1334 -1.7314 1.0598 2.51 3.86 0.16 0.2453
H -1.4981 -1.1148 -0.3521 1.89 -0.29 -1.81 0.2306
H 0.2634 -1.4410 -1.4849 -3.32 1.02 0.42 0.2332
H -1.3394 -0.2538 -1.8517 0.85 -0.35 -0.54 0.2356
H 2.5162 0.5713 0.0605 -2.19 1.38 -1.79 0.1540
H -0.5055 1.7831 1.2091 0.41 0.27 -0.15 0.1009
O -2.1583 1.4870 0.1824 1.59 -0.91 -0.92 -0.5096
S 1.4455 1.1901 -0.8204 2.15 -0.46 0.57 -0.0052
```
Forces are in eV/Å.

Results
Electronic energy ... -17156.636 eV
LUMO energy ... 0.45 eV
HOMO level ... -9.597 eV
Multiplicity ... 1
Net charge ... 0
Gap between HOMO and LUMO ... 10.0 eV
Energy above the lowest of the compared OMol25 structures with the same formula, charge and spin ... 3.814 eV

***

(3)
This record from the Open Molecules 2025 dataset describes an isolated molecule of C6H12O. The level of theory is ωB97M-V/def2-TZVPD.

```
19
Properties=species:S:1:pos:R:3:forces:R:3:nbo_charge:R:1
C 1.9578 -0.8543 -0.3546 0.05 0.01 -0.01 -0.6231
C 0.6251 -0.1249 -0.1930 -0.08 -0.14 -0.21 0.2143
O 0.5502 0.2939 1.2769 -0.32 0.55 0.16 -0.6582
C 0.3997 1.1242 -0.9256 0.22 -0.06 -0.32 -0.8049
C -1.2710 0.9360 1.0649 0.01 -0.23 0.23 -0.0551
C -1.7853 -0.1443 0.1563 0.01 0.04 -0.01 -0.4795
C -0.5882 -1.0462 -0.2179 0.01 -0.09 -0.10 -0.4134
H 2.7892 -0.1443 -0.2881 -0.12 -0.08 0.00 0.2143
H 2.0044 -1.3266 -1.3429 -0.07 0.13 0.18 0.2184
H 2.1014 -1.6302 0.4058 -0.05 0.11 -0.09 0.2073
H 0.9361 1.1898 1.2400 -0.07 -0.19 0.02 0.5061
H 1.3044 1.6820 -1.1832 -0.09 -0.10 0.04 0.1897
H -0.2953 1.0721 -1.7637 0.05 0.02 0.12 0.1899
H -1.3929 0.7803 2.1359 0.05 0.00 -0.15 0.1880
H -1.3875 1.9655 0.7501 0.19 -0.22 0.02 0.2293
H -2.2000 0.3148 -0.7448 0.08 -0.04 0.14 0.2277
H -2.5719 -0.7296 0.6482 0.12 0.10 -0.02 0.2184
H -0.7137 -1.5206 -1.1950 0.02 0.07 0.10 0.2222
H -0.4624 -1.8375 0.5306 -0.02 0.13 -0.11 0.2087
```
Forces are in eV/Å.

Results
Electronic energy ... -8459.510 eV
LUMO energy ... 0.42 eV
HOMO level ... -6.541 eV
Multiplicity ... 1
Net charge ... 0
Gap between HOMO and LUMO ... 7.0 eV
Energy above the lowest of the compared OMol25 structures with the same formula, charge and spin ... 4.844 eV

***

Copy entry 3 word for word.
This record from the Open Molecules 2025 dataset describes an isolated molecule of C6H12O. The level of theory is ωB97M-V/def2-TZVPD.

```
19
Properties=species:S:1:pos:R:3:forces:R:3:nbo_charge:R:1
C 1.9578 -0.8543 -0.3546 0.05 0.01 -0.01 -0.6231
C 0.6251 -0.1249 -0.1930 -0.08 -0.14 -0.21 0.2143
O 0.5502 0.2939 1.2769 -0.32 0.55 0.16 -0.6582
C 0.3997 1.1242 -0.9256 0.22 -0.06 -0.32 -0.8049
C -1.2710 0.9360 1.0649 0.01 -0.23 0.23 -0.0551
C -1.7853 -0.1443 0.1563 0.01 0.04 -0.01 -0.4795
C -0.5882 -1.0462 -0.2179 0.01 -0.09 -0.10 -0.4134
H 2.7892 -0.1443 -0.2881 -0.12 -0.08 0.00 0.2143
H 2.0044 -1.3266 -1.3429 -0.07 0.13 0.18 0.2184
H 2.1014 -1.6302 0.4058 -0.05 0.11 -0.09 0.2073
H 0.9361 1.1898 1.2400 -0.07 -0.19 0.02 0.5061
H 1.3044 1.6820 -1.1832 -0.09 -0.10 0.04 0.1897
H -0.2953 1.0721 -1.7637 0.05 0.02 0.12 0.1899
H -1.3929 0.7803 2.1359 0.05 0.00 -0.15 0.1880
H -1.3875 1.9655 0.7501 0.19 -0.22 0.02 0.2293
H -2.2000 0.3148 -0.7448 0.08 -0.04 0.14 0.2277
H -2.5719 -0.7296 0.6482 0.12 0.10 -0.02 0.2184
H -0.7137 -1.5206 -1.1950 0.02 0.07 0.10 0.2222
H -0.4624 -1.8375 0.5306 -0.02 0.13 -0.11 0.2087
```
Forces are in eV/Å.

Results
Electronic energy ... -8459.510 eV
LUMO energy ... 0.42 eV
HOMO level ... -6.541 eV
Multiplicity ... 1
Net charge ... 0
Gap between HOMO and LUMO ... 7.0 eV
Energy above the lowest of the compared OMol25 structures with the same formula, charge and spin ... 4.844 eV